C24H45F4N2PSbSe4SiZr as an isolated structure at a distorted geometry. Source: OMol25; level of theory: wB97M-V/def2-TZVPD.

Net charge: -1
Energy, a.u.: -11974.46622
ΔE to the lowest compared entry with this formula, charge and spin, eV: 0.000
Maximum force, eV Å⁻¹: 3.4
E_LUMO, eV: 2.1688
Kohn-Sham gap, hartree: 0.241
Molecular weight, g/mol: 1025.514

The geometry in XYZ format:
```
83
Properties=species:S:1:pos:R:3:forces:R:3
Zr -0.2567 -2.5631 -0.9911 0.04 0.69 0.88
C -4.4465 1.9904 3.3305 0.50 -1.28 -1.54
C -3.3511 2.3043 2.2341 -0.90 0.31 1.37
N -3.3429 1.5349 1.0133 -1.33 -0.15 0.13
C -3.3458 2.3246 -0.1909 2.89 0.40 -1.77
C -4.6646 2.4540 -0.9340 0.09 -0.94 0.02
C -2.5689 0.3144 1.0243 1.24 -0.78 1.43
C -2.7716 -0.6170 -0.1566 0.47 1.06 -1.53
N -2.1131 -1.8990 -0.0719 1.42 -0.77 0.45
C -2.4727 -2.8551 0.8590 0.09 0.08 0.86
C -1.4848 -3.5101 1.6758 -0.05 1.58 -0.70
F -0.1543 -2.9425 1.3971 -2.61 -1.47 1.03
C -1.8470 -4.3465 2.7407 -1.43 1.22 -1.73
F -0.9852 -4.6624 3.6649 0.76 -0.65 0.70
C -3.2100 -4.7439 2.8283 0.26 -0.65 0.55
C -4.1507 -4.2484 1.9293 0.38 -0.35 -0.25
F -5.3705 -4.8543 1.8083 0.80 0.91 0.56
C -3.8008 -3.2163 1.0655 -0.63 -0.07 -0.15
F -4.7625 -2.5431 0.3729 0.34 -0.84 0.23
H -5.4227 2.2587 2.9034 0.10 -0.30 0.44
H -4.2703 2.4750 4.2830 0.14 0.51 -0.04
H -4.3696 0.9063 3.5502 -0.49 0.43 -0.19
H -2.4199 2.2122 2.7696 0.88 0.04 0.04
H -3.5085 3.3587 2.0068 0.29 0.03 -0.28
H -2.8423 3.3194 -0.0243 -0.85 -0.49 0.23
H -2.5654 1.9161 -0.9406 -1.14 0.18 1.09
H -4.8503 1.4731 -1.4639 -0.14 1.25 0.38
H -4.6834 3.3239 -1.5922 0.20 -0.29 -0.35
H -5.4383 2.6322 -0.2069 -0.57 -0.15 0.29
H -2.7485 -0.3003 1.9649 -0.10 0.93 -0.84
H -1.4828 0.5518 1.0386 -0.25 -0.12 0.13
H -2.2720 -0.1277 -1.0388 -0.66 -0.36 0.68
H -3.8218 -0.6654 -0.3780 -0.61 -0.26 -0.13
H -3.5551 -5.4676 3.6084 0.60 0.63 -0.90
Se 1.9746 -3.5492 -0.4283 -0.03 -1.00 -0.23
Sb 0.9625 -5.8238 -1.6883 -0.38 -0.33 0.53
Se -1.2910 -4.5697 -2.1608 0.17 0.62 -0.45
Se 0.5730 0.0407 -0.8549 0.53 -0.32 -1.24
Se -0.0533 -7.5258 -0.2544 0.57 0.62 -0.22
C 1.6169 -0.1961 5.3340 0.34 1.16 -0.37
P 1.2905 -0.5052 3.5754 -2.20 -0.66 0.21
C 2.8210 -0.9830 2.7434 0.03 0.19 -1.23
C 0.8273 1.2102 3.0931 2.01 0.30 -1.14
H 0.7548 0.3160 5.7989 0.23 -0.59 -0.26
H 2.4719 0.4819 5.4509 0.14 -0.35 0.32
H 1.7659 -1.1800 5.7111 0.34 -0.52 1.03
H 3.5612 -0.1964 2.8056 0.80 -0.15 0.36
H 2.5109 -0.9281 1.6810 0.01 -0.18 0.21
H 3.1752 -2.0384 2.8615 -0.30 1.10 0.38
H 1.6446 1.8360 2.6539 -0.34 -0.55 0.20
H 0.4649 1.7876 3.9110 -0.45 0.13 0.88
H 0.0719 1.1247 2.3507 -0.67 0.14 -0.68
C 0.6780 1.4443 -3.9053 -0.60 0.58 -0.16
Si 1.9860 0.9780 -2.6132 -2.50 -1.81 0.93
C 3.1091 -0.4964 -3.2890 -0.17 0.57 0.48
C 2.2052 -1.5607 -3.9588 -0.03 -0.62 -0.17
C 4.1572 0.0729 -4.2799 -0.28 0.67 0.13
C 3.8236 -1.0804 -2.0569 1.32 -0.47 -0.80
C 2.5541 2.5470 -1.7262 0.51 -0.01 -0.04
C 3.3567 2.1970 -0.5138 1.20 -0.42 1.70
C 1.3781 3.3891 -1.2332 -0.34 -0.83 -1.41
C 3.4379 3.3468 -2.6632 0.59 1.29 -0.16
H -0.2279 0.7887 -3.9507 0.93 0.41 0.20
H 1.1729 1.4081 -4.8582 0.21 -0.27 -0.89
H 0.3128 2.4978 -3.8757 0.22 -0.68 0.44
H 1.2444 -1.1384 -4.3013 0.47 -0.09 -0.27
H 1.9044 -2.3910 -3.2617 0.59 0.70 -0.51
H 2.7639 -2.0093 -4.8324 -0.75 0.30 0.82
H 3.7863 0.1740 -5.3120 0.10 -0.48 0.23
H 5.1118 -0.4738 -4.2207 -0.40 -0.01 -0.31
H 4.3689 1.1108 -4.0097 0.40 -0.17 0.03
H 4.7775 -1.6427 -2.3052 -1.04 0.45 -0.06
H 3.2104 -1.7437 -1.4818 -0.38 -0.21 0.04
H 4.1246 -0.3106 -1.3837 0.39 0.63 0.51
H 2.7301 1.7192 0.2617 0.19 0.07 -0.38
H 3.7754 3.1287 -0.0256 -0.23 -0.82 -0.59
H 4.1894 1.4847 -0.7208 -0.37 0.72 0.20
H 0.6366 2.7444 -0.7728 -0.18 0.08 0.18
H 0.9548 3.8341 -2.1281 -0.48 0.41 0.12
H 1.6779 4.1483 -0.5416 0.39 0.56 0.42
H 2.8815 3.8578 -3.4638 -0.08 -0.11 0.24
H 4.1830 2.7338 -3.1929 0.05 0.37 0.54
H 3.9431 4.1530 -2.0473 -0.25 -0.74 -0.84
```
Forces are in eV/Å.

Löwdin population analysis, charges in e, atoms 1 to 6: Zr 0.63; C -0.08; C -0.25; N -0.18; C -0.29; C -0.09


A 2-piece molecular cluster, C3H8O2 overall. Source: OMol25; level of theory: wB97M-V/def2-TZVPD.

Net charge: 0
Energy, a.u.: -269.59419
ΔE to the lowest compared entry with this formula, charge and spin, eV: 0.019
Maximum force, eV Å⁻¹: 0.8
E_LUMO, eV: 0.8311
Kohn-Sham gap, hartree: 0.421
Molecular weight, g/mol: 76.095

The geometry in XYZ format:
```
13
Properties=species:S:1:pos:R:3:forces:R:3
C -2.4135 1.2969 0.7839 -0.48 0.06 0.02
C -1.0748 0.7066 0.4553 -0.40 0.27 0.35
O -0.0683 0.9483 1.0671 0.16 -0.04 -0.07
O -1.1027 -0.1570 -0.5754 0.80 -0.12 0.09
H -3.1713 1.1092 0.0277 0.14 -0.05 -0.14
H -2.3302 2.3688 0.9496 0.18 -0.01 -0.03
H -2.7822 0.8675 1.7168 0.17 -0.07 0.02
H -0.1672 -0.4577 -0.6245 -0.64 -0.03 -0.27
C 2.6137 -1.3512 -0.7705 0.27 0.30 0.13
H 2.3944 -1.8430 -1.7144 0.01 -0.50 0.26
H 1.7096 -0.8985 -0.3722 0.14 0.40 -0.09
H 3.3962 -0.6225 -0.9844 -0.31 0.31 0.13
H 2.9963 -1.9674 0.0408 -0.04 -0.51 -0.39
```
Forces are in eV/Å.

natural (NBO) population analysis, charges in e, atoms 1 to 6: C -0.73; C 0.79; O -0.60; O -0.67; H 0.23; H 0.24


C31H51Cl2N2OPW as an isolated structure at a distorted geometry. Source: OMol25; level of theory: wB97M-V/def2-TZVPD.

Expectation value of S²: 2.11
Net charge: 0
Energy, a.u.: -2725.35038
ΔE to the lowest compared entry with this formula, charge and spin, eV: 2.821
Spin multiplicity: 3
Maximum force, eV Å⁻¹: 3.2
E_LUMO (alpha / beta), eV: -0.1574 / 0.1513
Kohn-Sham gap (alpha / beta), hartree: 0.238 / 0.273
Molecular weight, g/mol: 753.482

The geometry in XYZ format:
```
89
Properties=species:S:1:pos:R:3:forces:R:3
P -2.2426 -0.2395 -0.2563 0.88 0.08 -0.05
C -2.6043 -0.5220 -2.0851 -0.05 -0.14 0.69
C -4.0405 -0.8575 -2.4991 0.05 0.07 -0.35
C -4.0522 -1.2991 -3.9786 0.00 -0.09 0.24
C -3.3890 -0.2826 -4.9191 -0.05 0.06 0.10
C -2.0116 0.1829 -4.4313 0.06 -0.05 0.23
C -2.0300 0.6077 -2.9548 -0.11 -0.12 -0.18
C -2.9741 1.3889 0.2822 -0.02 -0.37 -0.12
C -4.4458 1.6513 -0.0347 -0.09 0.43 0.14
C -4.8911 2.9501 0.6740 0.03 -0.14 0.00
C -3.9847 4.1540 0.3617 -0.01 -0.03 -0.12
C -2.4837 3.8573 0.5055 -0.04 -0.17 0.01
C -2.0798 2.5503 -0.1908 -0.09 0.17 0.08
C -3.2191 -1.5492 0.6389 -0.51 0.21 -0.35
C -2.6461 -2.9279 0.2499 0.12 -0.04 0.13
C -3.1621 -4.0913 1.1163 -0.15 0.25 -0.11
C -3.0669 -3.8138 2.6205 0.10 0.10 -0.07
C -3.6697 -2.4579 3.0061 -0.03 0.07 -0.25
C -3.1449 -1.2878 2.1560 0.09 -0.11 0.00
H -1.9909 -1.4302 -2.2620 -0.15 0.30 -0.06
H -4.6865 0.0261 -2.3735 0.16 -0.22 -0.02
H -4.4554 -1.6550 -1.8622 0.09 0.21 -0.24
H -5.0861 -1.4878 -4.2943 0.18 -0.01 -0.04
H -3.5118 -2.2544 -4.0530 -0.10 0.10 0.01
H -3.2828 -0.7286 -5.9143 -0.10 0.11 0.06
H -4.0481 0.5900 -5.0249 0.08 -0.07 0.02
H -1.2850 -0.6339 -4.5433 -0.09 0.07 -0.03
H -1.6552 1.0190 -5.0450 -0.04 -0.15 0.01
H -1.0149 0.8855 -2.6258 -0.31 -0.06 -0.04
H -2.6709 1.4987 -2.8600 0.16 -0.19 0.03
H -2.8867 1.3446 1.3856 0.08 -0.01 -0.30
H -4.8708 2.7688 1.7599 -0.04 0.00 -0.17
H -5.0671 0.8076 0.3026 0.09 0.20 -0.09
H -4.5967 1.7465 -1.1219 0.10 0.03 0.24
H -5.9304 3.1878 0.4056 0.21 -0.01 0.11
H -4.2487 4.9842 1.0280 -0.03 -0.07 -0.15
H -4.1866 4.4998 -0.6625 0.05 -0.09 0.10
H -1.8975 4.6898 0.0922 -0.12 -0.13 0.15
H -2.2245 3.7750 1.5714 -0.06 0.04 -0.14
H -1.0201 2.3295 0.0090 -0.26 0.01 -0.08
H -2.1842 2.6800 -1.2767 0.04 -0.03 0.23
H -4.2708 -1.4756 0.3005 0.21 -0.24 0.30
H -2.8655 -3.1495 -0.8048 0.03 0.11 0.19
H -1.5478 -2.8847 0.3249 -0.14 0.03 0.05
H -4.2138 -4.2825 0.8564 0.14 -0.01 0.04
H -2.5921 -4.9954 0.8629 -0.19 0.12 0.05
H -2.0167 -3.8618 2.9364 -0.07 0.08 -0.05
H -3.5960 -4.6025 3.1640 0.11 0.01 0.01
H -3.4628 -2.2408 4.0619 -0.14 -0.09 -0.15
H -4.7618 -2.5143 2.8852 0.15 0.02 0.06
H -3.7239 -0.3880 2.4089 0.15 -0.18 -0.08
H -2.0985 -1.0712 2.4285 -0.16 -0.10 -0.06
W 2.5896 -1.7089 0.0090 -1.89 2.32 -1.00
Cl 2.4365 -1.4778 2.2206 -0.23 0.14 1.99
Cl 2.2752 -3.4828 -1.2755 -0.59 -1.75 -1.32
C 2.0196 -0.1569 -1.0640 -0.39 -0.80 0.02
H 1.5229 -0.4942 -1.9908 0.01 0.07 0.08
C 2.1087 1.3122 -1.0167 0.27 0.70 0.14
C 2.1865 2.0212 0.2134 0.29 -0.35 -0.61
C 2.4673 3.3853 0.2285 -0.17 0.23 -0.27
C 2.6270 4.0990 -0.9678 0.11 -0.54 0.05
C 2.5152 3.4201 -2.1926 -0.15 0.31 0.23
C 2.2112 2.0640 -2.2305 0.14 -0.47 0.84
H 2.0766 1.4742 1.1528 0.09 0.12 -0.32
H 2.5762 3.9049 1.1823 -0.09 -0.17 -0.25
H 2.6728 3.9769 -3.1185 -0.15 -0.21 0.20
H 2.0999 1.5450 -3.1868 0.10 0.15 0.30
H 2.8661 5.1656 -0.9445 -0.09 -0.39 -0.03
C 5.5216 0.1298 4.1738 -0.19 0.48 0.42
N 6.0917 -0.5065 3.0226 -0.51 0.14 -0.61
C 7.4092 -1.0790 3.1202 0.13 0.08 0.01
C 7.6493 -2.0789 2.0059 0.13 -0.78 0.23
C 7.1433 -1.6418 0.6446 0.51 0.05 -0.22
N 5.8590 -1.0138 0.7628 -1.78 0.39 -0.58
C 4.7828 -1.1922 -0.2366 2.26 -0.49 0.55
C 5.5281 -0.1730 1.8142 -0.10 1.16 0.31
O 4.7500 0.7888 1.6868 0.64 -1.76 0.16
H 4.4322 -0.0009 4.1734 0.29 0.07 -0.02
H 5.7372 1.2047 4.1985 -0.02 -0.08 0.14
H 5.9375 -0.3554 5.0576 -0.05 0.12 0.03
H 8.1777 -0.2824 3.1261 -0.15 -0.21 -0.02
H 7.4563 -1.6022 4.0799 0.21 0.09 -0.09
H 7.1451 -3.0152 2.2753 0.05 0.14 -0.02
H 8.7206 -2.2911 1.9528 -0.10 -0.06 -0.06
H 7.0582 -2.5100 -0.0204 0.03 0.14 0.12
H 7.8796 -0.9551 0.1875 -0.27 -0.10 -0.01
H 3.9765 -0.4665 0.1422 0.55 0.54 -0.20
H 5.0833 -0.9091 -1.2413 -0.11 0.22 -0.01
H 4.4984 -2.2887 -0.2659 1.07 0.51 -0.19
```
Forces are in eV/Å.

Löwdin population analysis, charges in e, atoms 1 to 6: P 1.10; C -0.46; C -0.21; C -0.20; C -0.21; C -0.20


C41H42Br2F2N9Sr as an isolated structure at a distorted geometry. Source: OMol25; level of theory: wB97M-V/def2-TZVPD.

Net charge: +1
Energy, a.u.: -7458.71987
ΔE to the lowest compared entry with this formula, charge and spin, eV: 0.675
Maximum force, eV Å⁻¹: 3.0
E_LUMO, eV: -2.8746
Kohn-Sham gap, hartree: 0.248
Molecular weight, g/mol: 946.274

The geometry in XYZ format:
```
97
Properties=species:S:1:pos:R:3:forces:R:3
Sr 0.5681 0.5191 0.0466 -0.95 -1.83 -2.21
Br 7.7417 0.8585 -0.4187 -0.33 0.00 -0.01
C 5.8601 0.8066 -0.2246 0.00 -0.08 0.11
C 5.2715 -0.1374 0.6031 0.11 0.20 -0.21
C 3.8902 -0.1215 0.6918 0.39 -0.33 0.12
N 3.1206 0.7654 0.0902 0.00 0.23 -0.06
C 3.6840 1.6960 -0.6799 0.84 -0.27 0.09
C 5.0638 1.7240 -0.8937 -0.10 -0.04 0.08
C 2.7761 2.7037 -1.2573 0.03 0.73 -0.46
C 3.2473 3.7746 -2.0178 -0.12 -0.03 0.00
C 2.3369 4.6895 -2.5220 -0.01 0.03 -0.04
Br 2.9250 6.1350 -3.5977 -0.10 -0.31 0.26
C 0.9888 4.5389 -2.2346 0.14 0.04 -0.05
C 0.6256 3.4595 -1.4484 -0.01 0.52 -0.39
N 1.4795 2.5668 -0.9870 0.40 0.31 -0.14
H 5.8650 -0.8532 1.1501 -0.02 -0.08 -0.01
H 3.3849 -0.8571 1.2995 0.01 -0.11 -0.02
H 5.5328 2.4315 -1.5563 -0.03 0.12 -0.01
H 4.2956 3.9076 -2.2147 0.13 0.00 -0.05
H 0.2574 5.2370 -2.6100 -0.07 0.02 0.01
H -0.4092 3.3249 -1.1698 -0.17 -0.05 -0.02
C -4.3011 3.5433 2.3252 -0.23 0.12 -0.09
N -2.9958 2.9292 2.4418 0.00 -0.23 -0.04
C -2.2296 3.4573 3.5440 0.22 -0.03 0.25
C -2.5176 2.0635 1.5004 -0.28 0.25 -0.02
N -1.2764 1.8097 1.2468 -0.51 -0.18 -0.34
C -0.2044 2.5861 1.6560 -0.36 1.42 0.21
C -0.1937 3.9419 1.3823 -0.07 -0.24 0.19
C 0.9039 4.7417 1.7024 0.21 0.06 0.08
C 2.0113 4.1868 2.2794 -0.06 0.12 -0.11
C 2.0517 2.8072 2.5715 0.01 0.04 0.00
C 3.1748 2.2574 3.2252 0.14 -0.15 0.07
C 3.2020 0.9344 3.5644 0.12 0.31 0.13
C 2.1085 0.1199 3.2727 -0.21 0.09 -0.13
C 0.9814 0.6160 2.6448 0.71 -0.64 1.33
N -0.0494 -0.2643 2.3413 -0.42 -0.48 0.17
C -0.5181 -1.0706 3.2510 -0.08 -0.04 0.21
N -0.4349 -0.8529 4.6067 -0.04 -0.02 -0.14
C -0.1041 -1.9180 5.5289 -0.02 -0.12 0.08
C -0.3308 0.4621 5.1857 -0.06 0.19 0.04
N -1.1779 -2.2019 2.8931 0.07 0.10 0.02
C -1.0272 -2.7906 1.5840 0.23 0.10 -0.23
C -2.3014 -2.7246 3.6400 -0.11 -0.07 0.16
C 0.9364 1.9825 2.2551 0.14 0.48 0.65
N -3.5098 1.4337 0.7584 0.17 -0.03 -0.01
C -4.4313 0.5505 1.4502 -0.16 -0.03 0.12
C -3.1612 0.9390 -0.5530 0.32 0.01 -0.04
H -4.1791 4.6290 2.2779 -0.05 0.02 0.03
H -4.9179 3.3067 3.1941 -0.05 0.01 0.01
H -4.8028 3.2072 1.4243 0.00 0.04 0.03
H -2.8446 3.4265 4.4484 0.05 -0.02 -0.05
H -1.9291 4.4971 3.3661 -0.03 -0.09 0.02
H -1.3289 2.8734 3.7105 -0.12 0.10 0.04
H -1.0691 4.3909 0.9276 -0.02 -0.05 -0.01
H 0.8608 5.8018 1.5011 0.06 0.10 -0.04
H 2.8629 4.7956 2.5445 0.08 0.06 0.00
H 4.0052 2.9057 3.4638 0.07 0.06 -0.01
H 4.0565 0.5102 4.0708 0.11 0.01 0.03
H 2.1291 -0.9303 3.5373 -0.02 -0.03 0.01
H 0.0214 -2.8595 5.0015 -0.04 -0.01 0.01
H -0.8783 -2.0281 6.2927 0.04 -0.08 0.02
H 0.8377 -1.6736 6.0312 0.00 -0.04 0.01
H -0.6339 1.2118 4.4611 0.01 -0.03 0.07
H 0.6883 0.6834 5.5239 -0.06 0.03 -0.05
H -1.0005 0.5211 6.0485 0.02 0.03 -0.02
H -0.0793 -2.4910 1.1402 -0.13 -0.10 0.00
H -1.8353 -2.4906 0.9071 0.02 -0.02 0.01
H -1.0461 -3.8768 1.6933 0.01 0.03 -0.11
H -2.5569 -2.0716 4.4696 0.02 0.00 0.01
H -2.0854 -3.7255 4.0223 -0.05 0.01 0.04
H -3.1669 -2.7990 2.9751 0.01 0.01 0.04
H -4.6319 0.9058 2.4560 0.00 0.02 0.07
H -4.0272 -0.4682 1.5090 0.02 0.01 0.05
H -5.3745 0.5075 0.9029 0.01 0.01 0.05
H -2.6746 1.7368 -1.1080 0.11 -0.07 -0.13
H -4.0824 0.6793 -1.0732 0.05 -0.06 -0.03
H -2.5011 0.0557 -0.5297 -0.14 0.10 -0.04
F 2.9708 -4.6808 -0.6605 0.02 -0.11 -0.07
C 2.2061 -3.7963 -1.3331 -0.15 0.25 0.09
C 1.7758 -2.6509 -0.6844 -0.03 -0.01 -0.22
C 1.0226 -1.6576 -1.3165 0.18 -0.42 -0.29
C 0.7028 -1.8904 -2.6818 0.10 -0.35 0.10
C 1.0890 -3.1014 -3.2775 0.07 0.12 0.41
F 0.7215 -3.4447 -4.5326 -0.02 -0.01 -0.15
C 1.8549 -4.0556 -2.6381 0.06 -0.02 0.16
C 0.0119 -0.8342 -3.4557 -0.02 -0.07 -0.28
C -0.2149 -0.9155 -4.8405 -0.09 0.15 -0.18
C -0.8014 0.1367 -5.5149 0.05 0.05 0.29
C -1.1627 1.2699 -4.8057 -0.01 0.00 0.06
C -0.9226 1.2660 -3.4435 -0.17 0.18 -0.37
N -0.3603 0.2668 -2.7832 0.16 -0.01 0.53
H 2.0628 -2.5551 0.3555 0.11 -0.03 0.27
H 2.1503 -4.9580 -3.1469 0.02 -0.09 -0.04
H 0.0591 -1.7758 -5.4226 0.09 -0.06 0.19
H -0.9642 0.0635 -6.5799 -0.02 0.04 -0.08
H -1.6102 2.1221 -5.2887 -0.09 0.13 -0.02
H -1.1971 2.1274 -2.8492 -0.08 0.11 -0.01
```
Forces are in eV/Å.

Löwdin population analysis, charges in e, atoms 1 to 6: Sr 1.44; Br 0.80; C -0.65; C -0.06; C -0.13; N 0.04